[1]
Formula: C37H42Br2N2Ti
Source: OMol25
Level of theory: wB97M-V/def2-TZVPD

Each line ends with the Mulliken charge.
Element x y z (Å)
Ti: 1.54483 1.48147 0.58350  -0.02
Br: 4.26993 1.28935 1.06528  -0.13
C: 3.10039 2.64744 0.06754  -0.93
Br: 1.23947 1.78991 2.97431  -0.47
H: 3.46985 2.61828 -0.95109  0.48
H: 3.43298 3.58513 0.55702  0.51
C: -3.65993 0.75314 2.56008  -1.48
C: -2.37145 1.55755 2.38997  1.64
C: -2.09462 2.34427 3.70934  -1.85
C: -2.41562 2.53213 1.20624  0.68
C: -3.36273 3.54588 1.25482  -0.15
C: -3.48896 4.51019 0.26655  -1.46
C: -2.63917 4.47412 -0.81205  -0.86
C: -1.67721 3.45298 -0.94988  1.02
C: -0.94265 3.44874 -2.28799  0.14
C: 0.42944 4.15186 -2.27108  -1.38
C: -0.84848 2.08799 -2.98792  -1.27
C: -1.51303 2.48599 0.08446  -0.40
N: -0.51294 1.47253 -0.00023  1.44
C: -0.88077 0.14987 -0.28076  -0.98
C: 0.09290 -0.86137 -0.26702  -1.34
N: 1.39815 -0.51958 0.00645  2.21
C: 2.46450 -1.48949 0.03805  0.13
C: 2.61376 -2.22162 1.22364  0.32
C: 3.69847 -3.11146 1.30538  -0.64
C: 4.61342 -3.24876 0.27710  -1.47
C: 4.46701 -2.50879 -0.86671  -1.12
C: 3.34083 -1.69026 -1.06733  0.78
C: 3.12467 -1.12740 -2.45768  0.24
C: 3.41309 0.35661 -2.63418  -0.79
C: 1.81086 -1.56439 -3.13603  -1.39
C: 1.74321 -2.05957 2.47959  1.53
C: 2.60182 -1.60468 3.68941  -1.64
C: 1.02765 -3.36539 2.92029  -1.65
C: -0.52809 -2.16712 -0.48715  0.98
C: -0.12006 -3.51394 -0.64904  0.48
C: -1.07842 -4.50848 -0.96179  -1.30
C: -2.43375 -4.19665 -1.06979  -0.79
C: -2.87030 -2.86155 -0.92446  0.57
C: -4.18160 -2.40388 -1.10899  -0.83
C: -4.47769 -1.06014 -1.03264  -0.80
C: -3.49175 -0.07788 -0.78785  0.71
C: -2.16663 -0.47392 -0.56348  0.44
C: -1.87644 -1.86191 -0.66509  -1.14
H: -3.53508 -0.00951 3.33461  0.46
H: -3.97097 0.22253 1.64694  0.21
H: -4.46722 1.39269 2.87109  0.38
H: -1.57045 0.81729 2.23995  -0.62
H: -2.99169 2.76663 4.10621  0.50
H: -1.37439 3.15738 3.55502  0.37
H: -1.68995 1.69086 4.46710  0.43
H: -4.04638 3.61580 2.11550  0.31
H: -4.23373 5.32676 0.33990  0.39
H: -2.72699 5.22142 -1.61630  0.41
H: -1.60325 4.05889 -2.92589  0.64
H: 1.20106 3.60083 -1.71188  0.18
H: 0.35099 5.18590 -1.85369  0.34
H: 0.83810 4.26446 -3.28259  0.42
H: 0.01395 1.51037 -2.66615  0.00
H: -0.75083 2.22627 -4.07010  0.53
H: -1.74753 1.48762 -2.81802  0.23
H: 3.87090 -3.70747 2.20865  0.34
H: 5.44779 -3.92994 0.39090  0.42
H: 5.23169 -2.54080 -1.65354  0.45
H: 3.89013 -1.64984 -3.05934  0.55
H: 2.59840 0.94879 -2.22348  -0.24
H: 3.50959 0.62352 -3.70049  0.47
H: 4.36348 0.66972 -2.20246  0.28
H: 0.96956 -0.91570 -2.87975  0.21
H: 1.58125 -2.59718 -2.91326  0.25
H: 1.96748 -1.49673 -4.19533  0.55
H: 0.94484 -1.33327 2.33136  -0.59
H: 3.23671 -2.40932 4.07820  0.41
H: 1.95865 -1.29984 4.49903  0.44
H: 3.27664 -0.79082 3.44512  0.29
H: 1.69623 -4.08764 3.40515  0.39
H: 0.58766 -3.90386 2.05677  0.34
H: 0.24274 -3.13111 3.62958  0.44
H: 0.91812 -3.83198 -0.53493  0.63
H: -0.75316 -5.53507 -1.15778  0.47
H: -3.16278 -4.97387 -1.33993  0.42
H: -4.99178 -3.10092 -1.31771  0.43
H: -5.52049 -0.76361 -1.23004  0.44
H: -3.82427 0.98355 -0.80716  0.43

Force components x, y, z for each atom (eV/Å):
Ti -0.639 -0.629 1.438
Br -0.739 0.300 -0.697
C 1.868 0.744 0.501
Br -0.144 -0.128 -0.556
H 0.069 0.048 -0.196
H -0.667 -0.423 -0.360
C 0.051 -0.523 -0.357
C 0.356 0.171 0.200
C 0.769 -0.185 -0.895
C 0.678 -0.439 -0.285
C -0.578 0.228 0.426
C -0.301 0.681 0.198
C 0.425 -0.382 -0.504
C 0.237 -0.259 0.242
C 0.171 0.183 -0.337
C -0.043 0.745 0.199
C -0.220 -0.012 -0.127
C -1.760 1.014 0.043
N -0.521 -4.216 -1.126
C -1.336 6.052 0.944
C 6.023 -1.618 1.194
N -3.091 -0.274 -1.472
C -0.005 -0.872 -0.266
C 0.401 -0.293 0.670
C -0.164 -0.161 0.232
C 0.094 -0.102 0.632
C -0.486 0.618 -0.953
C -0.196 0.228 0.792
C 0.669 -0.578 -0.676
C 0.055 0.182 -0.504
C 0.316 0.541 0.569
C 0.374 -0.641 0.589
C 0.210 -0.151 -0.467
C 0.184 -0.428 -0.994
C 0.689 -1.379 -0.352
C 0.055 0.796 0.209
C -0.535 0.367 -0.021
C 0.508 -0.301 -0.233
C 1.130 0.605 0.003
C -0.633 0.286 0.109
C -0.351 -0.010 -0.362
C 0.295 0.870 0.035
C -1.194 -0.031 -0.278
C -1.553 -0.892 -0.053
H 0.068 0.130 0.004
H 0.143 0.245 0.275
H -0.454 0.289 0.084
H -0.017 0.438 0.025
H -0.753 0.339 0.149
H -0.157 -0.248 -0.003
H 0.138 -0.301 0.216
H 0.442 -0.224 -0.403
H 0.487 -0.717 0.062
H 0.042 -0.445 0.445
H 0.352 -0.132 0.113
H -0.279 0.033 0.128
H 0.079 -0.848 -0.155
H -0.228 -0.121 0.062
H 0.158 -0.097 0.113
H 0.024 0.031 0.171
H 0.063 0.033 -0.025
H -0.307 0.319 -0.273
H 0.021 0.091 0.002
H -0.480 -0.195 0.227
H -0.118 0.218 0.265
H -0.120 0.282 0.100
H -0.331 -0.213 0.283
H -0.070 -0.128 0.350
H -0.062 -0.112 0.063
H -0.163 -0.225 0.163
H -0.097 0.112 -0.640
H 0.185 0.211 -0.198
H -0.196 -0.061 -0.234
H -0.250 0.204 0.289
H -0.075 0.300 -0.087
H 0.067 0.293 -0.099
H 0.016 0.356 0.424
H -0.177 0.048 0.108
H -0.234 0.326 -0.067
H -0.055 0.448 0.242
H 0.377 0.362 0.227
H 0.240 0.025 0.032
H 0.703 0.037 0.226
H 0.546 -0.842 0.187

Output
Spin multiplicity: 2
<S²>: 0.772
Energy (a.u.): -7541.96694
Lowest unoccupied orbital energy (spin up / spin down) (eV): -5.201 / -5.239
Kohn-Sham gap (spin up / spin down) (eV): 5.75 / 6.26
Total charge: +1

---

[2]
Formula: C37H42BrFGe2IrN3O2Se2
Source: OMol25
Level of theory: wB97M-V/def2-TZVPD

Each line ends with the Mulliken charge.
Element x y z (Å)
Ir: -1.24343 0.33295 -0.55507  1.11
Br: 2.65766 4.68437 4.17689  -0.06
C: 1.31948 3.81865 3.19489  -0.79
C: 0.09625 3.53874 3.78400  -0.89
C: -0.86069 2.86310 3.05344  -0.98
C: -0.60301 2.46808 1.74237  -0.02
C: 0.61137 2.76058 1.16122  0.94
C: 1.57390 3.43955 1.88947  -0.23
N: -1.57635 1.69559 1.00408  0.28
C: -2.79972 1.72375 1.35006  -0.34
C: -3.71281 0.83371 0.65152  0.53
C: -5.03612 0.71094 0.99770  -0.95
C: -5.82136 -0.22490 0.33623  -0.53
C: -5.24301 -1.00289 -0.64400  -1.15
C: -3.90471 -0.81939 -0.95820  0.22
N: -3.15342 0.09442 -0.33210  0.55
H: -0.10134 3.82617 4.80755  0.43
H: -1.79202 2.61806 3.54609  0.31
H: 0.79611 2.48240 0.12941  -0.16
H: 2.52100 3.67943 1.44693  0.74
H: -3.17764 2.38661 2.11933  0.60
H: -5.44221 1.32975 1.78688  0.56
H: -6.86492 -0.34803 0.59367  0.48
H: -5.81188 -1.75346 -1.17480  0.50
H: -3.43270 -1.40910 -1.72349  0.46
C: 2.75491 0.39653 -2.56024  -1.59
Se: 1.71253 0.04840 -0.94208  -0.12
C: 1.46338 -1.83963 -1.33916  -1.12
C: 0.62522 -2.00926 -2.58521  -0.79
Se: -1.20188 -1.54229 -2.18136  0.21
C: -1.75048 -0.89985 -3.92375  -1.04
H: 3.59987 -0.28747 -2.56939  0.43
H: 3.10360 1.42556 -2.51573  0.35
H: 2.16124 0.27222 -3.46174  0.55
H: 1.00436 -2.28263 -0.45867  0.38
H: 2.44413 -2.29789 -1.45566  0.72
H: 0.62093 -3.04864 -2.91289  0.60
H: 0.94249 -1.39433 -3.42320  0.34
H: -1.75213 -1.75030 -4.60085  0.48
H: -1.07805 -0.12000 -4.26406  0.29
H: -2.75519 -0.49385 -3.82652  0.40
O: -1.13776 -1.35248 0.95070  -0.42
N: -0.07369 -1.36525 1.59861  0.01
O: 0.71928 -0.45682 1.20826  -0.45
C: 3.80922 2.90629 -0.18541  -1.67
Ge: 4.20191 1.28687 0.78593  1.49
C: 5.53078 0.22858 -0.10850  -1.23
C: 4.74912 1.61941 2.60064  -1.62
Ge: 2.68197 -0.30951 1.97914  0.63
C: 2.20655 0.23886 3.80220  0.80
C: 3.18708 0.95182 4.50149  -0.70
C: 2.95633 1.42693 5.78684  -0.31
C: 1.73063 1.21148 6.39407  -0.67
C: 0.74467 0.50171 5.72112  -1.00
C: 0.97758 0.02175 4.43796  -0.11
C: 2.95226 -2.24207 2.00468  0.30
C: 2.26808 -3.12002 2.85694  0.10
C: 2.57485 -4.47455 2.87055  -0.82
C: 3.56816 -4.97351 2.03465  -0.56
C: 4.25136 -4.11955 1.18157  -0.92
C: 3.94331 -2.76283 1.17672  0.06
H: 4.50914 2.96296 -1.02014  0.49
H: 3.98931 3.74020 0.49108  0.74
H: 2.79370 2.97493 -0.57550  0.47
H: 6.46985 0.67962 0.22722  0.49
H: 5.47015 0.30560 -1.19170  0.39
H: 5.52303 -0.81403 0.18872  0.50
H: 5.60027 2.31944 2.56962  0.59
H: 5.07832 0.68526 3.05329  0.50
H: 3.94328 2.06398 3.17068  0.26
H: 4.15497 1.13256 4.04962  -0.13
H: 3.73595 1.96507 6.31085  0.50
H: 1.54349 1.58681 7.39187  0.41
H: -0.20661 0.31298 6.20250  0.49
H: 0.19201 -0.54328 3.95358  0.45
H: 1.49739 -2.74593 3.52008  0.36
H: 2.04862 -5.14240 3.54105  0.45
H: 3.81706 -6.02671 2.05908  0.42
H: 5.02622 -4.50836 0.53111  0.44
H: 4.49101 -2.09486 0.52616  -0.05
F: -1.71281 4.88579 -4.66932  -0.33
C: -1.61172 3.90006 -3.77084  0.05
C: -2.56070 3.79431 -2.77872  -0.78
C: -2.44613 2.76473 -1.85062  -0.61
C: -1.40117 1.84349 -1.89708  0.64
C: -0.46626 1.99032 -2.92448  -0.31
C: -0.56066 3.01379 -3.86232  -0.66
H: -3.37714 4.50379 -2.74088  0.51
H: -3.20876 2.69906 -1.08368  0.22
H: 0.37189 1.30939 -2.99612  0.39
H: 0.16328 3.12385 -4.66010  0.51

Force components x, y, z for each atom (eV/Å):
Ir 2.167 -0.391 -0.695
Br 0.104 0.148 0.048
C -0.083 -0.097 0.097
C -0.016 0.025 0.004
C -0.061 -0.083 0.088
C -0.516 -0.335 0.043
C 0.219 0.074 -0.252
C -0.166 0.005 0.046
N 0.832 0.157 0.071
C -0.485 0.028 -0.196
C -0.037 0.183 0.189
C -0.376 -0.088 0.031
C -0.140 0.102 0.174
C 0.131 -0.038 -0.141
C -0.403 0.388 0.188
N -1.121 -0.285 0.261
H 0.020 -0.013 -0.020
H 0.044 -0.060 0.013
H -0.067 0.025 0.071
H -0.173 0.118 0.122
H -0.013 -0.043 0.014
H 0.000 -0.014 -0.017
H 0.022 0.013 0.001
H 0.024 0.016 -0.011
H -0.258 -0.066 0.058
C -0.341 0.183 -0.119
Se -0.428 0.149 -1.621
C 0.149 0.042 -0.098
C 0.124 -0.244 -0.028
Se 0.010 0.111 -0.158
C -0.004 0.004 -0.074
H 0.008 -0.011 0.036
H 0.024 -0.007 0.015
H 0.080 0.014 -0.055
H -0.011 -0.128 -0.045
H 0.057 0.056 -0.022
H -0.068 -0.025 0.014
H 0.127 0.005 0.041
H -0.015 -0.003 0.003
H -0.004 0.017 0.003
H 0.012 0.007 -0.009
O 0.813 0.197 0.431
N -0.796 -0.082 -0.273
O 0.081 -0.023 1.276
C -0.178 0.058 -0.391
Ge -0.382 -1.010 1.017
C 0.394 0.051 -0.216
C 2.393 2.041 -2.297
Ge -0.932 -0.484 0.793
C -0.002 0.479 -0.019
C -0.432 -0.869 1.861
C -0.258 -0.133 -0.001
C -0.065 0.088 0.061
C 0.051 -0.042 -0.101
C 0.075 -0.038 -0.106
C 0.283 -0.040 -0.190
C -0.013 0.182 0.039
C -0.001 0.164 -0.067
C 0.019 0.039 -0.025
C -0.004 0.003 -0.008
C 0.034 -0.227 -0.112
H -0.006 0.035 0.022
H 0.188 0.047 -0.252
H 0.086 0.076 -0.040
H 0.082 -0.160 -0.220
H 0.071 -0.030 -0.030
H 0.221 0.203 -0.040
H -0.077 -0.199 0.240
H 0.436 0.058 -0.456
H 0.520 0.966 -1.420
H -1.561 -1.196 2.791
H 0.010 -0.015 0.001
H -0.011 -0.024 0.012
H -0.005 -0.018 -0.019
H -0.046 -0.012 -0.075
H 0.044 0.004 0.029
H -0.001 0.049 -0.015
H -0.022 0.017 -0.012
H -0.019 0.045 0.048
H -0.110 -0.257 -0.030
F 0.003 -0.011 0.003
C -0.032 0.113 -0.082
C -0.115 -0.044 0.147
C -0.047 0.087 -0.058
C -0.145 -0.152 -0.188
C 0.034 0.249 -0.077
C 0.150 -0.191 0.044
H 0.022 -0.008 0.008
H -0.015 0.037 -0.041
H -0.103 0.025 -0.067
H -0.001 0.009 0.035

Output
Energy (a.u.): -13484.10347
Lowest unoccupied orbital energy (eV): -6.635
Kohn-Sham gap (eV): 6.57
Relative energy (zero: lowest compared OMol25 entry of this formula, charge and spin) (eV): 4.3333
Total charge: +2